Record 1
The following is a DFT calculation (ωB97M-V with the def2-TZVPD basis set) of a molecular structure, C53H52BNO5S3Se2Sr at a distorted geometry.

Geometry as ORCA input:
```
! wB97M-V def2-TZVPD RIJCOSX def2/J DEFGRID3
* xyz 0 1
Sr 0.9327 0.4959 -0.4807
Se 3.6309 2.1221 -1.5501
Se 3.0929 2.8420 1.7559
S -1.5309 0.6219 -1.5874
S 0.7911 1.1038 -2.9555
S -2.1392 1.3038 1.8269
O 0.0485 2.4477 0.3204
O 0.2325 -0.4649 3.8372
O 1.0459 1.6586 3.5433
O 1.4922 2.3049 -3.4301
O -1.8768 1.4258 -2.7819
N -0.4078 3.2510 1.2466
C 1.4570 -5.4886 -2.9312
C -0.0633 0.2855 4.9279
C -1.3611 -0.5971 -6.6350
C -0.1444 1.2041 -5.5639
C -1.6246 0.4665 8.3764
C 0.4375 1.5665 4.7579
C -4.8327 -1.5718 -0.3719
C -0.7226 -0.0864 6.0728
C -0.6245 -1.7949 -0.6568
C 0.2949 -3.6861 -1.8296
C -0.3624 2.1413 6.9150
C 4.0793 -1.2398 -3.8207
C -3.1308 0.4980 8.0782
C -5.3869 -1.9614 -1.5845
C -1.2436 -1.4119 -5.4854
C -3.6832 -0.7939 -0.3159
C -2.7168 -2.2914 -7.7059
C 3.0548 -0.3034 -3.8691
C -2.6386 -3.0864 -6.5360
C -3.0731 -0.4119 -1.4963
C -2.1040 -1.0778 -7.7476
C -0.5230 -0.9026 -4.3658
C 3.4463 4.0483 -1.5542
C -0.2666 -3.0947 -0.6496
C -3.6127 -0.7746 -2.7215
C -1.2238 -0.9443 8.8294
C -0.3549 -1.6575 -3.0790
C -1.8472 3.7480 3.0398
C 2.2852 -1.1503 -1.7371
C 0.8878 -4.9653 -1.8023
C -1.9269 -2.6605 -5.4560
C 0.1544 4.4768 1.3546
C 4.2901 4.3685 1.9543
C 5.3840 -3.0862 -2.7190
C 3.3254 -2.0549 -1.6924
C 0.2429 -2.9713 -3.0497
C -0.0191 0.3884 -4.4315
C 4.2503 -2.0966 -2.7333
C -1.2857 4.9872 3.1682
C -0.8693 0.8595 7.1030
C -6.6493 -2.7802 -1.6214
C 1.4734 -4.7474 -4.1273
C 0.8808 -3.5156 -4.1879
C 4.5231 1.6417 1.1936
C -4.7619 -1.5454 -2.7585
C -1.4240 2.8296 2.0525
C -0.7876 0.6963 -6.6528
C 2.1631 -0.2321 -2.8159
C -0.5412 -0.9990 -1.9015
C 0.3011 2.5171 5.7369
C -1.3375 1.4232 9.5359
C -0.2590 5.3723 2.2959
C 5.0335 1.9643 -0.2122
B 0.9407 0.3705 2.8932
H 0.6932 3.5168 5.5964
H -0.3870 -3.6855 0.2504
H 1.3401 -1.2711 -1.1817
H -3.2822 -2.6460 -8.5575
H -3.4399 1.5087 7.8033
H -3.7084 0.1859 8.9535
H -3.3749 -0.1629 7.2443
H 4.0320 0.6684 1.2311
H -0.4747 2.8844 7.6925
H 2.9434 0.3703 -4.7099
H -0.8970 1.2992 -7.5461
H 5.6958 1.1771 -0.5763
H -0.2665 1.4833 9.7411
H -5.3107 -1.8664 0.5554
H 5.1186 4.0746 2.5960
H 5.3249 1.7042 1.9284
H -1.6329 5.6641 3.9383
H -2.1829 -0.4506 -8.6273
H 4.6510 4.7532 1.0008
H -7.4865 -2.2095 -1.2154
H -6.9028 -3.0712 -2.6398
H 3.3934 -2.7490 -0.8630
H 0.2053 6.3463 2.3503
H 4.7674 -1.3065 -4.6560
H -1.5631 -1.7118 8.1334
H 0.2770 2.2000 -5.5416
H -1.7080 2.4299 9.3371
H -5.1863 -1.8140 -3.7191
H 1.9170 -6.4678 -2.9024
H 0.9228 -2.9316 -5.0970
H 4.4235 4.4925 -1.7267
H 0.9325 4.6660 0.6325
H 3.7047 5.1370 2.4578
H -6.5477 -3.6823 -1.0167
H -1.6635 -1.1630 9.8056
H 5.3254 -3.7556 -3.5787
H -1.8932 -3.2622 -4.5584
H 1.9677 -5.1519 -5.0010
H 2.7767 4.2833 -2.3776
H 3.0148 4.3679 -0.6108
H 6.3453 -2.5725 -2.7674
H 0.9100 -5.5088 -0.8656
H -2.6397 3.4143 3.6937
H -0.1383 -1.0241 8.9178
H -3.1563 -0.4302 -3.6394
H -1.1243 -1.0877 6.1596
H -1.8383 1.0627 10.4372
H -3.2857 -0.4751 0.6333
H -3.1616 -4.0332 -6.4966
H 5.5742 2.9101 -0.2106
H -1.1865 -1.4041 0.1947
H 5.3667 -3.6900 -1.8133
*
```

Results
Energy relative to the best compared isomer or geometry (same formula, charge and spin): 663.6 kJ/mol
LUMO level: -1.1838 eV
E_HOMO: -5.50 eV
HOMO-LUMO gap: 4.31 eV

Atomic partial charges in e from the Mulliken method, atoms 1 to 6:
1. Sr 2.2963
2. Se 0.3523
3. Se 0.2767
4. S 2.1487
5. S 1.4765
6. S -0.4480

Record 2
The following is a DFT calculation (ωB97M-V with the def2-TZVPD basis set) of a molecular structure, C53H52BiN6OP2STe2 at a distorted geometry.

Geometry as ORCA input:
```
! wB97M-V def2-TZVPD RIJCOSX def2/J DEFGRID3
* xyz -1 1
Bi 2.3103 -2.6005 -0.9789
Te 4.2124 -2.2242 1.3125
Te 3.8968 -1.4895 -2.9185
S 4.0522 -5.4302 0.0126
P 1.0251 3.5057 1.9499
P -1.2537 3.1252 0.7666
O 3.2709 -1.7468 3.6073
N -1.8842 -0.4390 -2.5208
N -0.4188 -3.3934 -2.2151
N -0.1373 4.3991 0.9507
N 0.8865 -3.2102 1.3929
N 2.3422 -1.7456 5.6815
N -0.5870 -3.8632 5.4972
C 2.3723 -2.1499 4.3816
C 1.4066 -4.8671 -3.9537
C -5.3154 2.1236 -2.1143
C 1.8191 6.2067 5.6256
C 4.9781 -4.0141 0.3943
C 0.3536 -7.4237 -1.4298
C -2.7032 -3.3751 -3.2439
C -0.2670 2.2183 2.2278
C -5.6012 5.1695 -2.1448
C 3.3968 1.7322 -0.9334
C 0.0722 5.7056 0.3830
C -2.6876 -0.5291 0.4548
C -0.2185 -4.7717 -1.9134
C 6.5033 -5.2548 -0.8880
C 4.3113 1.0813 -0.1614
C -2.8707 0.6020 2.7603
C 2.8514 5.4147 5.1509
C 1.1836 -6.7368 -2.3328
C 3.0921 1.7355 1.8536
C 2.6966 4.6152 4.0118
C -1.0288 3.1143 -2.7787
C 0.2805 -3.4689 4.7961
C 6.3372 -4.0725 -0.0755
C -1.2196 -1.3067 -3.1767
C -0.9040 1.7288 -2.5426
C 1.4443 4.5143 3.3718
C -6.5124 4.2260 -1.7791
C -3.6020 0.4310 -0.2562
C -1.9095 -4.8413 -0.0207
C -2.1232 4.0017 -2.6975
C 0.5799 6.1620 5.0108
C -0.8862 1.9881 3.4725
C 0.4975 1.1919 -2.5065
C -3.9550 2.5888 -1.6149
C 4.1465 1.0659 1.2366
C -0.8389 -5.4950 -0.8414
C -4.2417 4.9820 -2.3694
C -1.9268 0.8836 -2.0870
C -0.5932 -6.8624 -0.6567
C -1.3796 -2.7743 -2.8469
C -0.5005 -1.1891 -4.5275
C -2.2401 -0.2693 1.7582
C 2.3737 2.4806 -0.3220
C 1.2738 -2.9502 3.9235
C 0.7916 -5.4491 -2.6773
C -6.4393 2.8445 -2.0035
C 2.2525 2.5486 1.0635
C -3.1203 1.3129 -1.3813
C -3.4714 3.8344 -2.2709
C 0.3537 5.2636 3.9058
C 5.3877 -6.0941 -0.9041
C 1.0300 -2.9604 2.5245
C -2.0898 1.3244 3.6801
H 1.7544 3.1456 -0.9498
H -3.7073 5.8835 -2.6316
H -2.1714 -5.3872 0.8797
H 0.8531 0.5395 -1.6994
H 1.9665 6.8590 6.4607
H -1.3996 -0.8275 2.1715
H 4.8276 0.4685 1.8887
H -7.4518 4.6114 -1.3863
H -1.1899 -7.4722 0.0054
H 3.8391 5.5143 5.6652
H -2.5835 -4.4235 -3.5303
H 0.8123 0.6589 -3.3866
H 0.8745 6.2280 0.9045
H -1.0422 -0.5399 -5.2216
H -0.5540 5.3837 3.3246
H -2.9225 -4.7816 -0.5600
H 3.5743 4.1022 3.6768
H -4.4961 -0.1598 -0.5586
H 2.3041 -4.2863 -3.8151
H -1.5422 -3.7855 0.1964
H 2.9285 1.7921 2.9603
H 7.1433 -3.3527 0.2255
H -7.3669 2.2900 -2.2253
H -5.3852 1.1632 -2.6881
H -3.1218 -2.8729 -4.1452
H 1.1865 2.0716 -2.5141
H -0.2507 2.2794 4.3650
H 0.6857 -4.2557 -4.4862
H 1.6951 -5.7375 -4.6105
H -3.4637 -3.2622 -2.4967
H 7.4513 -5.4125 -1.3195
H 0.5390 -8.4555 -1.3555
H -4.1326 1.0950 0.4299
H 3.2781 -1.4634 5.9816
H -2.5823 1.5065 4.6209
H 2.0672 -7.2103 -2.8077
H 0.4695 -0.7294 -4.3737
H -0.3615 -2.1591 -5.0559
H -0.2279 6.7750 5.3818
H 0.3574 5.6049 -0.6575
H -4.2602 3.0718 -0.5971
H -2.2803 -1.3715 -0.0901
H 5.0535 0.3474 -0.5770
H 5.3326 -7.0893 -1.3817
H 0.1393 1.2387 1.7230
H -0.0884 3.6149 -3.0844
H -0.8269 6.3014 0.4470
H -5.9877 6.2260 -2.1924
H 3.5004 1.6592 -2.0119
H 1.7137 -2.2049 6.2931
H -1.8674 4.9595 -3.0803
H -3.9385 0.7258 2.8151
*
```

Results
Energy relative to the best compared isomer or geometry (same formula, charge and spin): 583.4 kJ/mol
LUMO level (spin up / spin down): 0.0825 / 0.0812 eV
E_HOMO (spin up / spin down): -3.05 / -3.06 eV
HOMO-LUMO gap (spin up / spin down): 3.14 / 3.14 eV

Atomic partial charges in e from the Mulliken method, atoms 1 to 6:
1. Bi 0.8376
2. Te 0.0076
3. Te -0.7155
4. S 0.0442
5. P 0.5349
6. P 0.0793

Record 3
The following is a DFT calculation (ωB97M-V with the def2-TZVPD basis set) of a molecular structure, C53H53GeMoN2O3PSSi at a distorted geometry.

Geometry as ORCA input:
```
! wB97M-V def2-TZVPD RIJCOSX def2/J DEFGRID3
* xyz 0 1
Mo -0.0009 -0.6278 -0.2932
Ge -1.0363 1.6620 2.4955
S 1.4416 -1.9764 0.9491
P 0.7293 1.3007 -1.4779
Si -2.1995 -1.7769 0.1653
O 0.1081 -1.9844 -1.7767
O 3.2970 -1.6032 -2.5100
O 2.3350 -0.0295 -1.2373
N 1.4890 -3.7277 -1.2121
N 3.2374 -3.7598 0.2284
C 2.0319 3.7539 -1.3622
C -0.9506 -3.3865 -3.9028
C -0.8643 2.2322 -1.6441
C 2.6467 -0.5804 -2.3743
C -1.1841 3.4489 -1.0476
C -5.7286 1.5559 1.6799
C 3.3969 3.1899 0.9807
C -0.1891 0.5099 6.5041
C -0.0036 -3.9650 -3.0596
C -1.9695 -3.6668 -0.0623
C 1.3916 -0.6176 5.0924
C -0.4323 6.3232 3.3041
C 2.5297 2.2500 0.4475
C 4.6505 -4.5843 -1.6487
C 3.5600 4.4215 0.3650
C 0.7908 -0.0540 3.9758
C -3.9243 1.6413 3.2725
C 1.2085 1.2056 -3.2371
C -1.1405 -5.4466 -5.1172
C 2.0872 -3.2035 -0.1528
C 3.8111 -3.8469 2.6450
C 1.1745 1.8312 -5.5541
C -0.1890 -6.0245 -4.2874
C -1.6758 4.5198 2.3146
C -0.7791 1.0810 5.3865
C 2.5283 -0.0278 -4.8483
C -2.8178 -1.6371 1.9705
C 0.3799 -5.2877 -3.2629
C 0.5133 5.4141 3.7563
C -3.4363 3.2989 -1.8902
C -1.5302 5.8734 2.5842
C -3.6354 -1.3348 -1.0143
C 2.0624 0.8051 -5.8536
C 0.7245 2.0200 -4.2555
C 0.5464 -3.1662 -1.9402
C 4.0879 -3.2172 1.2817
C -0.3292 0.6344 1.0054
C -3.1399 2.0726 -2.4698
C 0.3648 4.0626 3.4826
C -0.7245 3.6002 2.7508
C -0.3001 0.8025 4.1082
C 2.8806 4.7015 -0.8102
C -2.9896 1.5578 2.2451
C 0.9014 -0.3367 6.3592
C -4.8069 1.4790 0.6460
C -1.5164 -4.1236 -4.9280
C 1.8353 2.5321 -0.7255
C -3.4495 1.4748 0.9311
C 2.1197 0.1971 -3.5442
C -1.8688 1.5384 -2.3277
C -2.4635 3.9739 -1.1676
C -5.2834 1.6332 2.9928
C 3.7540 -4.9409 -0.4672
H -0.3194 7.3770 3.5260
H -3.8994 1.5443 -3.0329
H -3.7156 -0.2543 -1.1561
H 1.3636 5.7598 4.3320
H -4.5816 -1.6925 -0.6025
H 1.1657 -0.2881 2.9874
H 1.0909 3.3543 3.8619
H 4.3061 -5.5265 0.2703
H 2.4138 1.2789 0.9084
H -1.0819 -4.0272 0.4651
H -0.0036 2.7924 -4.0408
H -5.1372 1.4195 -0.3844
H -2.2536 -3.6731 -5.5799
H 5.5852 -4.1344 -1.3104
H 4.8838 -5.4848 -2.2177
H 3.8448 -4.9354 2.5811
H -6.0018 1.6926 3.8012
H 2.3933 0.6647 -6.8747
H -2.0690 -1.1674 2.6107
H 5.1208 -3.4071 0.9870
H -1.5996 -6.0312 -5.9043
H -2.6988 4.9152 -0.6860
H 0.1076 -7.0538 -4.4419
H 2.2427 -1.2773 4.9709
H 3.0249 5.6508 -1.3101
H 4.2235 5.1597 0.7975
H 4.5663 -3.5194 3.3603
H -6.7903 1.5565 1.4673
H -2.8323 -4.1986 0.3453
H 1.3692 -0.7739 7.2323
H 4.1410 -3.8693 -2.2909
H -2.2839 6.5733 2.2443
H 0.8248 2.4849 -6.3432
H -1.6347 0.5697 -2.7667
H -0.4357 3.9861 -0.4785
H -3.5965 1.7090 4.3037
H -1.6192 1.7558 5.5094
H -3.0342 -2.6260 2.3805
H -1.2364 -2.3557 -3.7397
H -2.7295 1.3987 0.1219
H 2.9007 -5.5195 -0.8097
H -3.5006 -1.7942 -1.9969
H -2.5449 4.1714 1.7669
H -4.4260 3.7255 -1.9941
H 1.1193 -5.7250 -2.6074
H 2.8275 -3.5509 3.0091
H -1.8764 -3.9489 -1.1117
H 3.9473 -2.1399 1.3281
H -3.7282 -1.0367 2.0341
H -0.5772 0.7301 7.4910
H 3.9547 2.9567 1.8793
H 3.2112 -0.8417 -5.0539
H 1.5228 3.9602 -2.2964
*
```

Results
LUMO level: -0.5461 eV
E_HOMO: -8.13 eV
HOMO-LUMO gap: 7.59 eV

Atomic partial charges in e from the Mulliken method, atoms 1 to 6:
1. Mo -1.6921
2. Ge 2.6528
3. S -0.2896
4. P 3.1480
5. Si 1.5204
6. O -0.2349